Formula: C24H24F8O24
Source: the OMol25 dataset
Level of theory: the ωB97M-V functional and the def2-TZVPD basis

Properties
Energy above the lowest of the compared OMol25 structures with the same formula, charge and spin ... 149.7 kcal/mol
SMILES ... O=C1OC[C@@H](F)O1.O=C1OC[C@@H](F)O1.O=C1OC[C@@H](F)O1.O=C1OC[C@@H](F)O1.O=C1OC[C@@H](F)O1.O=C1OC[C@@H](F)O1.O=C1OC[C@@H](F)O1.O=C1OC[C@@H](F)O1
HOMO energy ... -10.5 eV

ORCA input file:
```
! wB97M-V def2-TZVPD RIJCOSX def2/J DEFGRID3
* xyz 0 1
O -4.656 -0.977 -2.581
C -5.323 0.115 -2.669
O -5.990 0.549 -3.713
C -6.441 1.885 -3.421
C -6.369 1.937 -1.829
F -7.578 1.715 -1.349
O -5.480 0.921 -1.623
H -5.755 2.588 -3.893
H -7.450 2.023 -3.811
H -6.000 2.909 -1.501
O 2.945 -0.075 0.555
C 1.761 -0.093 0.971
O 0.849 0.789 0.529
C -0.283 0.733 1.348
C -0.223 -0.670 1.879
F -0.706 -1.594 1.089
O 1.169 -0.891 1.860
H -0.319 1.467 2.153
H -1.243 0.768 0.833
H -0.688 -0.831 2.852
O 4.039 -8.423 -3.234
C 3.745 -7.354 -2.711
O 4.553 -6.749 -1.918
C 3.837 -5.632 -1.427
C 2.656 -5.460 -2.333
F 2.871 -4.450 -3.160
O 2.677 -6.747 -2.890
H 3.544 -5.937 -0.422
H 4.310 -4.656 -1.318
H 1.732 -5.353 -1.764
O 2.445 -1.455 -7.370
C 1.881 -0.571 -6.676
O 2.507 0.199 -5.845
C 1.556 0.903 -5.027
C 0.241 0.346 -5.430
F -0.310 1.488 -5.881
O 0.532 -0.457 -6.563
H 1.702 0.802 -3.952
H 1.760 1.919 -5.366
H -0.397 -0.016 -4.623
O 9.525 5.006 -1.832
C 8.722 4.412 -2.595
O 8.422 3.068 -2.444
C 7.551 2.679 -3.481
C 7.013 4.004 -3.956
F 5.989 4.272 -3.080
O 8.062 4.891 -3.741
H 8.024 2.094 -4.270
H 6.790 2.017 -3.067
H 6.557 4.127 -4.938
O -2.531 -4.989 5.608
C -1.854 -5.919 6.040
O -2.307 -7.074 6.286
C -1.289 -7.966 6.506
C -0.058 -7.184 6.670
F 1.082 -7.548 6.102
O -0.549 -5.946 6.221
H -1.685 -8.554 7.334
H -1.118 -8.509 5.577
H 0.056 -6.915 7.721
O -3.583 3.276 5.245
C -4.556 2.615 5.434
O -5.797 3.212 5.828
C -6.652 2.189 6.269
C -5.944 0.983 5.651
F -6.365 0.372 4.546
O -4.627 1.289 5.531
H -6.508 2.114 7.347
H -7.692 2.133 5.947
H -6.021 0.341 6.528
O -1.462 5.148 -1.755
C -0.707 5.611 -0.933
O 0.584 5.847 -1.117
C 1.283 5.898 0.083
C 0.161 6.297 1.004
F 0.274 7.650 1.173
O -1.055 5.899 0.321
H 1.820 4.981 0.328
H 2.080 6.640 0.130
H 0.263 5.877 2.004
*
```

Formula: C4H4O2
Source: the OMol25 dataset
Level of theory: the ωB97M-V functional and the def2-TZVPD basis

Properties
Energy above the lowest of the compared OMol25 structures with the same formula, charge and spin ... 148.3 kcal/mol
HOMO energy (alpha / beta) ... -8.7 / -8.6 eV

ORCA input file:
```
! wB97M-V def2-TZVPD RIJCOSX def2/J DEFGRID3
* xyz 0 1
O -1.968 -0.730 -0.083
C -1.299 0.467 -0.342
C 0.138 0.381 -0.737
O 0.590 -0.908 -0.738
C 1.457 -0.136 0.073
C 2.344 0.010 0.900
H -1.296 -1.421 0.004
H -1.334 1.161 0.514
H -1.781 0.994 -1.177
H 3.148 0.182 1.585
*
```

Formula: B3F12Li
Source: the OMol25 dataset
Level of theory: the ωB97M-V functional and the def2-TZVPD basis

Properties
Energy above the lowest of the compared OMol25 structures with the same formula, charge and spin ... 0.0 kcal/mol
HOMO energy ... -5.5 eV

ORCA input file:
```
! wB97M-V def2-TZVPD RIJCOSX def2/J DEFGRID3
* xyz -2 1
Li 3.834 -0.483 -4.382
B 4.739 1.551 -3.809
F 3.335 1.546 -3.681
F 5.267 0.729 -2.776
F 5.072 0.938 -5.027
F 5.247 2.853 -3.732
B 3.427 -1.336 -6.887
F 4.134 -0.712 -7.939
F 2.688 -0.364 -6.174
F 2.621 -2.345 -7.412
F 4.349 -1.857 -5.933
B 1.296 -2.519 -3.351
F 0.671 -2.567 -2.087
F 2.328 -1.519 -3.293
F 1.897 -3.755 -3.635
F 0.347 -2.188 -4.322
*
```